# 1
# B3ClH5NNiO5P2

A structure of composition B3ClH5NNiO5P2 (the ωB97M-V functional and the def2-TZVPD basis, the OMol25 dataset).

```
18
B3ClH5NNiO5P2 | the OMol25 dataset | the ωB97M-V functional and the def2-TZVPD basis
Ni 3.604 2.963 2.737
Cl -0.214 -3.209 2.180
P 2.608 0.902 0.574
P -1.317 -0.188 -1.964
O -1.416 -1.207 0.789
O -0.353 0.870 0.529
O -1.757 1.270 -2.385
O 3.518 1.151 1.759
O 0.621 -0.670 1.993
N -2.485 -1.215 -2.447
B 0.811 0.325 1.099
B -0.354 -1.606 1.626
B -1.037 -0.193 -0.009
H -1.905 1.827 -1.607
H 2.527 1.985 -0.313
H -2.537 -2.066 -1.887
H -3.411 -0.786 -2.466
H 3.099 -0.154 -0.211
```

Values from the calculation:
Gap between HOMO and LUMO (alpha / beta) (eV): 9.322 / 6.366
Multiplicity: 3
Charge: +2

***

# 2
# C2H5IS

A cluster of 2 separate species, C2H5IS in total (the ωB97M-V functional and the def2-TZVPD basis, the OMol25 dataset).

```
9
C2H5IS | the OMol25 dataset | the ωB97M-V functional and the def2-TZVPD basis
I -2.249 0.533 -1.877
S -0.029 1.718 1.087
C 0.201 0.549 -0.165
C 0.540 -0.901 0.048
H 0.173 -1.420 -0.831
H 0.494 1.015 -1.036
H -0.773 0.900 1.713
H 1.576 -1.049 0.111
H 0.065 -1.346 0.949
```

Values from the calculation:
Gap between HOMO and LUMO (alpha / beta) (eV): 7.184 / 6.528
Multiplicity: 1
Charge: 0

***

# 3
# C25H85KMnO25

A structure of composition C25H85KMnO25 (the ωB97M-V functional and the def2-TZVPD basis, the OMol25 dataset).

```
137
C25H85KMnO25 | the OMol25 dataset | the ωB97M-V functional and the def2-TZVPD basis
Mn -1.511 -2.380 -1.584
K -5.032 -3.969 0.404
O -2.297 -4.034 -0.364
O -1.490 4.333 -0.243
O 2.367 -4.836 -1.548
O 1.230 0.580 7.299
O 0.407 -1.109 -1.197
O 1.313 4.032 3.569
O -1.263 -0.973 0.086
O -1.707 2.196 -1.801
O -3.729 -1.865 -2.039
O -0.280 -4.064 -0.601
O 3.765 -1.027 2.569
O -3.167 0.270 1.445
O -2.166 -0.816 -2.916
O 1.935 -2.700 3.714
O -0.914 -0.173 -5.295
O -4.006 -2.135 2.651
O 2.074 2.375 5.432
O 3.044 -1.316 -2.359
O -1.277 -3.706 -3.382
O 4.524 3.615 -0.505
O 3.622 2.085 -5.152
O -1.043 5.119 2.638
O -6.577 -2.266 -1.182
O -2.445 0.995 3.920
O 5.737 -1.353 -1.669
C 0.080 -3.643 -3.930
C -4.490 -0.012 -3.448
C -3.413 -0.916 -2.757
C -1.865 -0.492 -6.263
C -1.230 -4.596 -0.131
C 0.607 0.491 0.600
C 0.063 0.021 6.743
C 0.912 -2.750 2.689
C 3.892 2.393 -0.235
C -1.660 2.159 3.751
C 3.877 -1.208 1.183
C -2.043 6.036 3.028
C -0.111 -0.597 -0.170
C -3.822 1.121 0.502
C 2.674 1.351 4.526
C -6.996 -1.108 -0.451
C -1.074 -5.755 0.900
C -2.883 -2.571 3.319
C 2.743 -1.246 -3.743
C 1.958 4.237 2.323
C -0.559 2.340 -2.642
C 3.108 -5.548 -0.624
C -1.989 5.367 -1.089
C 6.438 -1.040 -2.884
C 3.104 2.643 -3.993
H -1.149 4.902 1.709
H -1.707 5.144 -2.118
H -0.630 -0.247 7.541
H 2.324 -2.215 -4.018
H 0.556 -1.761 2.403
H -2.070 1.344 -2.054
H 0.802 -3.376 -3.158
H -2.394 -1.799 3.913
H -2.481 -0.126 0.902
H -4.301 0.272 -4.483
H -6.768 -1.245 0.606
H -0.080 3.279 -2.367
H -0.655 1.856 3.455
H -0.643 -6.547 0.288
H 2.110 2.248 -3.782
H -5.734 -2.030 -1.577
H 3.852 2.145 0.825
H 0.181 1.585 -2.375
H 3.090 0.498 5.064
H 0.172 1.483 0.481
H 2.880 2.540 -0.612
H 1.509 3.765 1.449
H 4.535 -0.597 2.949
H 1.557 -4.569 -1.108
H 1.899 5.312 2.152
H -1.424 -0.721 -7.233
H 2.001 -0.480 -3.968
H 1.865 0.997 3.887
H -3.057 5.466 -0.891
H 3.170 -1.882 0.701
H 5.468 3.446 -0.465
H 4.344 1.597 -0.828
H 3.693 -4.861 -0.011
H -2.718 0.597 3.090
H 3.631 -1.160 -4.369
H 2.268 -1.125 -1.828
H -2.123 -2.933 2.626
H -1.709 2.752 4.663
H 3.439 1.861 3.941
H 2.670 -2.171 3.395
H 1.684 0.542 0.442
H 0.453 0.220 1.644
H 0.023 -3.205 3.126
H 0.203 -2.933 -4.748
H -5.448 -0.526 -3.520
H -0.884 2.326 -3.682
H -3.783 -1.282 2.271
H -3.037 -3.378 4.034
H 6.013 -1.558 -3.744
H -1.889 6.453 4.023
H -3.243 2.035 0.366
H -3.782 0.637 -0.474
H 3.821 -6.208 -1.117
H -2.041 -6.224 1.081
H -8.068 -0.918 -0.509
H -1.502 6.311 -0.845
H -0.406 -5.539 1.734
H 3.109 3.722 -4.147
H 0.480 4.507 3.524
H -0.382 0.743 6.059
H -2.101 6.827 2.280
H 4.831 -1.718 1.056
H -2.537 0.326 -6.519
H 3.758 2.510 -3.131
H -3.011 5.536 2.995
H 0.320 -0.890 6.201
H 7.478 -1.361 -2.947
H 2.480 -6.191 -0.007
H -2.464 -1.334 -5.917
H -4.842 1.302 0.839
H 2.981 1.636 -5.709
H -1.804 -4.264 -3.959
H 1.215 -3.349 1.830
H 3.936 -0.239 0.687
H 3.016 3.986 2.388
H 4.800 -1.351 -1.877
H 0.341 -4.632 -4.306
H -6.372 -0.297 -0.826
H -1.646 3.472 -0.638
H -4.656 0.910 -2.891
H -1.314 -0.424 -4.459
H 1.628 1.134 6.624
H 1.657 3.087 4.940
H -2.094 2.773 2.962
H 6.267 0.027 -3.025
```

Values from the calculation:
Gap between HOMO and LUMO (alpha / beta) (eV): 7.777 / 7.776
Multiplicity: 6
Charge: 0

***

# 4
# C8H15BrF3N2

The ion C8H15BrF3N2 with charge +1 (the ωB97M-V functional and the def2-TZVPD basis, the OMol25 dataset).

```
29
C8H15BrF3N2 | the OMol25 dataset | the ωB97M-V functional and the def2-TZVPD basis
Br 1.591 2.930 0.178
F -3.635 0.404 -0.771
F -3.010 0.134 1.235
F -4.754 1.397 0.769
N -0.916 -0.482 -1.147
N -0.289 0.715 1.083
C -3.500 1.048 0.444
C 1.046 1.308 -0.856
C -1.372 1.908 -0.678
C -0.430 0.942 -0.233
C 2.011 0.114 -0.512
C 0.016 -0.203 1.860
C -2.592 2.223 0.284
C -0.326 -0.641 -2.506
H 0.321 -0.056 2.883
H -0.654 -1.586 -3.021
H 0.693 -0.638 -2.588
H -2.147 2.497 1.210
H -0.745 2.835 -0.796
H -0.653 0.329 -2.959
H 2.053 -0.746 -1.135
H -0.003 -1.214 1.593
H -0.837 -1.400 -0.667
H -1.844 1.595 -1.632
H 0.995 1.534 -1.903
H -1.847 -0.153 -1.139
H -3.212 2.999 -0.236
H 2.945 0.660 -0.412
H 1.770 -0.208 0.506
```

Values from the calculation:
Gap between HOMO and LUMO (eV): 10.375
Multiplicity: 1
Charge: +1

***

# 5
# C30H24IN5Ru

A structure of composition C30H24IN5Ru (the ωB97M-V functional and the def2-TZVPD basis, the OMol25 dataset).

```
61
C30H24IN5Ru | the OMol25 dataset | the ωB97M-V functional and the def2-TZVPD basis
I -1.269 -0.006 -3.940
Ru -1.004 0.061 -1.230
N -1.679 -2.641 -0.094
N -0.329 2.702 -0.049
N -0.641 2.111 -1.233
N -1.851 -1.823 -1.161
N -1.083 0.023 0.766
C -0.531 -1.084 1.411
C -2.504 -3.697 -0.177
C -2.142 3.404 3.099
C -2.071 1.010 2.753
C 0.762 3.827 -1.598
C 3.776 -0.216 -1.962
C 3.215 -0.141 -0.724
C 1.480 -4.513 3.183
C 0.967 -0.072 -1.664
C -1.378 1.147 1.544
C -0.738 -2.385 0.946
C 1.548 -0.142 -2.972
C -1.070 2.449 1.148
C -2.425 2.101 3.518
C -0.087 -3.476 1.508
C 1.350 -0.170 -5.417
C -2.800 -2.391 -1.912
C 2.754 -0.248 -5.535
C -2.594 4.596 3.895
C 0.025 2.802 -2.169
C 0.802 -0.122 -4.172
C 0.334 -0.951 2.506
C -1.474 3.552 1.898
C 1.812 -0.055 -0.581
C 3.530 -0.268 -4.413
C 2.958 -0.210 -3.119
C 0.511 3.726 -0.244
C 0.760 -3.332 2.594
C -3.243 -3.574 -1.334
C 0.947 -2.042 3.090
H -3.623 4.862 3.644
H -0.034 2.510 -3.202
H -2.327 0.012 3.085
H -1.267 4.547 1.522
H 1.397 4.538 -2.095
H -3.144 -1.922 -2.815
H 0.516 0.040 2.902
H -2.562 4.387 4.964
H 0.858 4.318 0.586
H 0.730 -0.153 -6.303
H 0.885 -5.422 3.104
H -2.956 1.945 4.448
H 1.416 0.018 0.420
H 2.425 -4.690 2.665
H 3.836 -0.142 0.163
H -0.244 -4.460 1.081
H -4.003 -4.240 -1.698
H 3.203 -0.290 -6.518
H -1.969 5.466 3.700
H 1.604 -1.887 3.938
H -2.524 -4.442 0.599
H 4.608 -0.326 -4.497
H 4.850 -0.274 -2.085
H 1.707 -4.347 4.235
```

Values from the calculation:
Gap between HOMO and LUMO (alpha / beta) (eV): 7.337 / 5.990
Multiplicity: 2
Charge: +1

***

# 6
# C29H54AuClOP

A structure of composition C29H54AuClOP (the ωB97M-V functional and the def2-TZVPD basis, the OMol25 dataset).

```
87
C29H54AuClOP | the OMol25 dataset | the ωB97M-V functional and the def2-TZVPD basis
Au 0.856 0.361 2.751
Cl 1.693 -1.622 3.496
P -0.153 0.093 -0.665
O 0.377 2.306 2.178
C 0.189 4.559 2.965
C -0.907 1.779 -0.698
C 2.234 0.519 -2.199
C -2.370 4.124 -1.847
C -2.424 1.720 -0.957
C -3.073 3.113 -0.926
C -0.211 2.752 -1.669
C 3.924 -0.544 -0.014
C -1.587 -3.587 0.886
C -0.804 -0.328 -3.428
C 2.430 -0.885 -0.131
C -2.531 -3.489 2.036
C 1.824 2.971 4.021
C -1.752 -3.295 3.340
C 1.673 0.281 -0.779
C -0.106 -2.318 -2.024
C 3.709 0.921 -2.105
C -0.927 -2.695 -4.394
C -0.610 2.627 4.363
C 4.561 -0.104 -1.344
C -1.501 -1.277 -4.417
C -0.817 -3.278 -2.971
C -0.358 -4.185 1.006
C -0.801 -0.949 -2.028
C 0.446 3.098 3.348
C -0.693 -4.385 3.509
C 0.276 -4.485 2.312
C -0.667 -0.807 0.728
C -0.848 4.150 -1.655
H 0.226 -4.467 0.122
H 1.868 1.189 -0.170
H -2.904 1.083 -0.204
H 1.678 1.301 -2.736
H -3.044 3.499 0.106
H 0.757 -5.473 2.310
H -1.576 -0.499 1.255
H -0.382 4.762 -2.442
H 4.464 -1.408 0.391
H -2.568 -1.319 -4.157
H 2.609 3.363 3.364
H 0.231 -0.144 -3.754
H -1.256 -2.318 3.311
H 1.087 -3.756 2.485
H 4.039 0.266 0.725
H -0.207 -1.766 0.955
H 2.024 -1.081 0.873
H -2.026 -3.422 -0.104
H -1.828 -3.485 -2.585
H 4.698 -0.994 -1.980
H -0.124 -4.201 4.424
H -0.259 2.347 -2.694
H -1.850 -1.094 -1.707
H -2.622 1.254 -1.937
H -2.768 5.130 -1.670
H 3.777 1.893 -1.593
H -1.423 -0.856 -5.427
H 2.049 1.910 4.216
H -3.269 -2.694 1.885
H 0.072 -2.690 -4.849
H 2.312 -1.803 -0.735
H -4.129 3.026 -1.212
H -1.195 -5.355 3.631
H -0.105 -2.742 -1.012
H -3.112 -4.419 2.119
H 0.855 2.851 -1.419
H -1.318 0.644 -3.431
H -2.430 -3.301 4.204
H 1.855 3.518 4.971
H -0.808 4.658 2.517
H 5.557 0.316 -1.155
H 0.947 -2.201 -2.328
H -0.745 2.162 0.330
H -1.612 2.739 3.935
H -0.612 4.633 -0.694
H -0.467 1.561 4.595
H -0.270 -4.231 -2.998
H -1.552 -3.354 -5.011
H -0.545 3.205 5.293
H 4.114 1.068 -3.111
H -2.602 3.872 -2.893
H 2.150 -0.411 -2.789
H 0.248 5.200 3.855
H 0.936 4.895 2.235
```

Values from the calculation:
Gap between HOMO and LUMO (alpha / beta) (eV): 2.134 / 7.175
Multiplicity: 3
Charge: -1

***

# 7
# C5H10BCl2FPd

A structure of composition C5H10BCl2FPd (the ωB97M-V functional and the def2-TZVPD basis, the OMol25 dataset).

```
20
C5H10BCl2FPd | the OMol25 dataset | the ωB97M-V functional and the def2-TZVPD basis
Pd -3.098 1.220 2.503
Cl 0.968 1.806 -1.729
Cl 1.507 -0.132 1.896
F -3.230 -0.285 -1.408
C -2.306 -0.823 -0.574
C -1.867 0.253 0.432
C 2.767 -0.871 -0.372
C 1.967 0.288 0.255
C 0.727 0.502 -0.641
B -0.447 0.894 0.415
H 0.531 -0.382 -1.231
H 3.050 -0.633 -1.377
H 2.572 1.175 0.295
H 3.630 -1.029 0.242
H 2.166 -1.763 -0.375
H -2.554 1.098 0.282
H -1.469 -1.182 -1.164
H -1.995 -0.208 1.443
H -2.753 -1.676 -0.093
H -0.166 1.748 1.202
```

Values from the calculation:
Gap between HOMO and LUMO (eV): 3.676
Multiplicity: 1
Charge: +2

***

# 8
# C21H44Cl4CsFK3N6O8P2

A structure of composition C21H44Cl4CsFK3N6O8P2 (the ωB97M-V functional and the def2-TZVPD basis, the OMol25 dataset).

```
90
C21H44Cl4CsFK3N6O8P2 | the OMol25 dataset | the ωB97M-V functional and the def2-TZVPD basis
Cs -2.064 -0.280 5.371
K 1.512 2.783 6.442
K -0.413 0.791 -1.608
K 5.281 1.940 7.535
Cl -5.851 -8.129 -2.553
Cl -1.995 1.694 0.557
Cl -0.740 2.429 3.067
Cl -2.854 0.450 3.069
P -3.379 -4.198 0.334
P 3.756 1.331 5.547
F -0.216 0.696 -5.459
O 3.269 1.323 7.030
O 4.217 3.437 -1.211
O -2.807 -2.902 -0.214
O 4.770 0.212 5.336
O 3.060 4.280 2.703
O 2.508 1.129 4.626
O 3.643 2.299 1.769
O 4.410 2.705 5.243
N -1.598 -7.897 -4.101
N -4.805 -3.517 1.044
N 0.676 2.520 -3.953
N -3.700 -5.069 -1.069
N -3.560 -5.585 1.388
N 2.259 2.424 -2.146
C 2.283 5.995 0.342
C -0.478 -7.788 -3.880
C 2.827 6.988 -2.038
C -3.285 -5.266 2.811
C 2.079 2.464 -3.652
C -6.154 -4.025 0.884
C -4.832 -2.081 1.238
C 2.782 4.592 -2.849
C -2.718 -6.751 1.048
C 1.799 4.170 2.102
C 2.857 3.742 -4.151
C 1.781 6.472 -1.042
C 0.942 -7.647 -3.595
C 1.725 4.596 0.649
C 3.250 3.466 -1.915
C 5.384 3.835 2.257
C 3.963 3.370 2.215
C -2.606 -5.274 -2.009
C -5.001 -5.623 -1.483
C -1.476 1.131 2.158
C 3.634 5.838 -2.703
H -2.805 -7.512 1.824
H 2.330 3.892 0.085
H -3.867 -1.718 1.593
H 1.847 6.672 1.081
H 3.527 7.615 -1.483
H 1.220 -6.597 -3.506
H -2.956 -5.322 -3.038
H 1.722 4.781 -2.813
H 0.270 3.408 -3.656
H -6.197 -5.106 0.971
H -2.059 -6.202 -1.796
H 0.170 1.805 -3.458
H -5.085 -1.541 0.314
H 2.509 1.530 -3.987
H -5.465 -6.200 -0.690
H -2.243 -4.962 2.968
H 2.363 7.659 -2.757
H 1.442 2.908 -1.784
H 5.915 3.463 1.391
H -6.797 -3.642 1.687
H 1.546 -8.085 -4.387
H 5.383 4.925 2.224
H 1.177 5.677 -1.459
H -5.683 -4.821 -1.801
H -1.885 -4.451 -1.958
H 1.205 -8.142 -2.661
H -1.662 -6.485 0.944
H 1.408 3.161 2.136
H -3.931 -4.464 3.164
H -5.571 -1.817 2.003
H 2.390 4.261 -4.975
H 4.577 5.662 -2.197
H 0.699 4.514 0.280
H 1.100 4.812 2.646
H 1.093 7.295 -0.847
H -0.742 0.344 2.017
H -4.924 -6.363 -2.343
H -3.059 -7.220 0.126
H -6.598 -3.722 -0.070
H 3.918 6.179 -3.701
H -3.489 -6.136 3.436
H 3.357 6.034 0.495
H 5.863 3.498 3.172
H 3.854 3.347 -4.325
```

Values from the calculation:
Gap between HOMO and LUMO (eV): 3.226
Multiplicity: 1
Charge: -1

***

Calculated molar mass (g/mol), listed in the same order as above: 287.57 188.03 879.97 276.12 682.53 682.14 277.27 981.57